# 1
{
  "formula": "C27H46F6N6O4S2Si3V",
  "method": "ωB97M-V/def2-TZVPD",
  "species": ["V", "C", "C", "N", "C", "C", "C", "C", "C", "C", "C", "N", "C", "C", "N", "N", "H", "H", "H", "H", "H", "H", "H", "H", "H", "H", "H", "H", "H", "H", "H", "H", "H", "H", "C", "Si", "C", "C", "C", "Si", "C", "C", "C", "Si", "C", "C", "C", "C", "C", "C", "C", "N", "H", "H", "H", "H", "H", "H", "H", "H", "H", "H", "H", "H", "H", "H", "H", "H", "H", "H", "H", "H", "H", "H", "H", "H", "H", "H", "H", "H", "F", "C", "F", "F", "S", "O", "O", "N", "S", "O", "O", "C", "F", "F", "F"],
  "coordinates": [[-0.91844, -0.04658, 0.38417], [-3.11210, 1.12040, -1.40883], [-3.83176, 0.07592, -0.56899], [-3.16860, -0.12907, 0.73141], [-3.50504, 0.88217, 1.74740], [-2.61003, 2.09662, 1.66987], [-2.98976, 3.35299, 2.10319], [-2.05670, 4.38171, 2.04645], [-0.78436, 4.13068, 1.56113], [-0.47701, 2.84533, 1.13772], [0.88320, 2.45148, 0.62555], [0.83329, 1.26494, -0.24095], [0.60332, 1.63248, -1.65590], [-0.85236, 1.93303, -1.94433], [-1.68584, 0.79347, -1.53108], [-1.38262, 1.86565, 1.19465], [-3.18219, 2.09972, -0.93054], [-3.60450, 1.20969, -2.38280], [-3.81345, -0.87767, -1.09187], [-4.88034, 0.36901, -0.44132], [-3.44744, -1.03446, 1.09130], [-3.34826, 0.42312, 2.72724], [-4.55628, 1.18289, 1.68966], [-3.99147, 3.52591, 2.47279], [-2.32627, 5.37717, 2.37364], [-0.04097, 4.91378, 1.49619], [1.51501, 2.21628, 1.48731], [1.35289, 3.30009, 0.12137], [1.76711, 0.86574, -0.23236], [0.92952, 0.78505, -2.25814], [1.23820, 2.47188, -1.94352], [-0.97632, 2.18202, -3.00272], [-1.18366, 2.80410, -1.37473], [-1.56314, 0.02925, -2.19109], [1.92208, -2.23777, 1.88966], [1.45129, -2.53688, 0.08181], [2.68006, -1.47154, -0.87222], [2.03567, -4.29875, -0.27968], [-0.37267, -2.25509, -0.27357], [-0.77398, -2.87609, -1.97584], [-2.43907, -2.36011, -2.74224], [0.48948, -2.33304, -3.26342], [-0.92654, -4.75586, -2.10994], [-1.32882, -3.13237, 1.00793], [-3.17194, -3.44903, 0.67299], [-0.78222, -4.83675, 1.60045], [-1.22414, -2.05984, 2.60854], [-1.46645, -2.56074, 3.88613], [-1.23413, -1.77901, 5.00517], [-0.74939, -0.49205, 4.83024], [-0.55146, -0.03866, 3.54007], [-0.79144, -0.78663, 2.45895], [2.97767, -2.50563, 1.99156], [1.36303, -2.82246, 2.62286], [1.82989, -1.18260, 2.15809], [3.12786, -0.68709, -0.25806], [2.31173, -1.00831, -1.78540], [3.51915, -2.10628, -1.17093], [3.06933, -4.38624, 0.06760], [2.04081, -4.51336, -1.35082], [1.45092, -5.07492, 0.21618], [-2.57270, -1.31153, -3.02043], [-3.29040, -2.66442, -2.13130], [-2.51349, -2.92266, -3.67798], [0.56887, -1.24479, -3.34000], [0.19847, -2.71029, -4.24681], [1.48929, -2.71290, -3.04652], [-1.81800, -5.11086, -1.58409], [-0.06879, -5.29232, -1.70791], [-1.04022, -5.04348, -3.15883], [-3.25822, -4.35538, 0.06789], [-3.73053, -2.67952, 0.14048], [-3.68524, -3.65478, 1.61751], [-0.76556, -5.52626, 0.75301], [-1.48965, -5.23963, 2.33061], [0.21060, -4.83994, 2.05201], [-1.81614, -3.57919, 3.99741], [-1.41092, -2.17012, 5.99896], [-0.52673, 0.14970, 5.67109], [-0.18379, 0.96474, 3.35866], [5.36935, 4.16550, 0.73506], [4.33897, 3.42908, 0.36113], [4.23191, 2.39044, 1.21471], [3.21669, 4.16218, 0.50152], [4.47909, 2.78140, -1.37381], [3.38577, 1.83864, -1.40465], [5.81737, 2.28986, -1.46228], [4.09315, 3.96932, -2.30411], [5.07453, 5.13270, -2.76433], [5.25440, 5.13890, -4.18193], [6.19756, 5.34770, -1.90117], [3.94884, 6.55844, -2.44075], [4.55753, 7.69347, -2.79020], [2.81315, 6.46032, -3.13763], [3.63446, 6.63797, -1.14334]],
  "atomic_forces_ev_per_a": [[0.03, -0.27, -0.05], [0.01, -0.01, 0.03], [0.02, 0.03, -0.03], [-0.04, 0.11, 0.05], [0.03, 0.03, -0.01], [-0.01, -0.03, 0.01], [0.00, 0.02, 0.01], [0.00, -0.01, 0.00], [-0.01, 0.01, 0.00], [0.02, -0.02, -0.01], [-0.07, 0.10, 0.01], [-0.12, -0.05, -0.01], [-0.04, -0.04, -0.21], [0.05, 0.02, 0.10], [0.03, -0.04, 0.00], [-0.04, 0.10, 0.02], [0.00, 0.00, 0.00], [0.00, -0.02, 0.00], [0.00, -0.01, -0.01], [0.00, 0.00, 0.00], [0.02, 0.00, 0.00], [-0.02, 0.00, 0.01], [-0.01, 0.00, -0.01], [0.00, 0.00, 0.00], [0.00, 0.00, 0.00], [0.00, 0.00, 0.00], [0.00, 0.02, -0.01], [-0.13, -0.16, 0.01], [0.04, -0.05, 0.02], [0.01, -0.05, -0.03], [-0.04, 0.03, -0.01], [0.00, -0.03, 0.00], [0.00, 0.02, -0.01], [0.00, 0.07, 0.02], [0.03, 0.01, -0.01], [-0.03, 0.00, 0.03], [0.08, 0.10, -0.05], [0.00, -0.04, 0.00], [-0.02, 0.01, -0.03], [0.04, 0.03, -0.02], [-0.01, -0.02, -0.02], [0.00, -0.04, 0.01], [-0.03, 0.01, 0.01], [-0.04, 0.02, 0.06], [0.01, -0.03, -0.01], [0.01, -0.01, 0.01], [0.00, 0.04, -0.04], [-0.01, -0.01, 0.01], [0.00, -0.01, 0.00], [0.01, 0.00, -0.01], [0.00, -0.01, 0.01], [0.00, -0.02, -0.08], [0.00, 0.00, 0.01], [0.00, 0.00, -0.01], [0.00, 0.00, 0.00], [-0.04, 0.05, 0.04], [-0.04, 0.05, 0.03], [-0.01, -0.02, -0.02], [0.01, -0.01, 0.00], [0.00, 0.01, -0.01], [0.05, 0.04, -0.06], [0.00, -0.03, 0.01], [-0.03, -0.01, 0.02], [0.00, 0.00, 0.01], [-0.01, 0.00, 0.00], [-0.02, -0.01, 0.00], [-0.01, 0.00, -0.04], [0.02, -0.02, 0.00], [0.03, 0.00, 0.02], [0.00, 0.00, 0.00], [0.00, 0.00, 0.01], [0.01, 0.01, -0.02], [0.00, 0.01, 0.00], [0.00, -0.01, 0.02], [-0.01, 0.01, 0.00], [-0.03, 0.01, 0.01], [0.00, 0.00, 0.00], [0.00, 0.00, 0.00], [0.00, 0.00, 0.00], [0.00, 0.00, 0.01], [-0.02, 0.03, -0.04], [0.09, -0.14, 0.01], [0.01, 0.04, -0.03], [0.21, 0.21, 0.05], [0.06, 0.02, 0.00], [0.07, -0.09, 0.15], [-0.06, 0.01, 0.01], [-0.06, 0.02, 0.02], [0.13, 0.01, 0.03], [-0.05, 0.00, 0.00], [-0.05, 0.01, 0.00], [0.03, 0.04, -0.03], [0.00, -0.04, -0.01], [0.00, -0.01, 0.00], [-0.02, -0.02, 0.05]],
  "lowdin_charge": [0.701, -0.173, -0.164, -0.094, -0.113, -0.249, -0.003, -0.027, 0.013, -0.233, -0.122, -0.076, -0.176, -0.162, -0.107, 0.060, 0.116, 0.133, 0.085, 0.129, 0.081, 0.131, 0.130, 0.120, 0.117, 0.128, 0.140, 0.118, 0.069, 0.109, 0.117, 0.136, 0.116, 0.085, -0.172, 0.383, -0.169, -0.181, -0.510, 0.369, -0.174, -0.173, -0.173, 0.420, -0.164, -0.173, -0.286, -0.055, -0.049, -0.045, -0.129, -0.035, 0.042, 0.020, 0.020, 0.026, 0.010, 0.048, 0.037, 0.025, 0.010, 0.013, 0.015, 0.040, 0.018, 0.038, 0.024, 0.021, 0.014, 0.036, 0.034, -0.001, 0.039, 0.030, 0.032, 0.029, 0.104, 0.112, 0.109, 0.112, 0.158, -0.655, 0.108, 0.086, 0.575, -0.317, -0.257, -0.300, 0.583, -0.271, -0.276, -0.683, 0.133, 0.124, 0.119],
  "s_squared": 3.7599,
  "de_lowest_kcal_mol": 12.13,
  "homo_lumo_gap_ev": [7.3, 7.8],
  "energy_ev": -133177.035,
  "spin_multiplicity": 4,
  "lumo_ha": [-0.0198, -0.0248],
  "fmax_ha_per_bohr": 0.006,
  "homo_energy_ev": [-7.87, -8.43]
}

=====

# 2
{
  "formula": "C11H23InNO3",
  "method": "ωB97M-V/def2-TZVPD",
  "species": ["In", "O", "C", "C", "O", "H", "H", "H", "H", "C", "C", "C", "C", "C", "C", "N", "O", "C", "C", "C", "H", "H", "H", "H", "H", "H", "H", "H", "H", "H", "H", "H", "H", "H", "H", "H", "H", "H", "H"],
  "coordinates": [[-1.17143, 1.87231, -2.70848], [-2.80265, 1.95881, -0.26640], [-2.58248, 3.13795, 0.55722], [-1.35779, 4.09504, 0.34091], [-0.94559, 4.48829, -0.95106], [-2.62961, 2.92405, 1.62499], [-3.46903, 3.72854, 0.32627], [-0.52622, 3.56096, 0.80065], [-1.49891, 5.02423, 0.89298], [1.87864, 1.19584, -0.86315], [1.50889, -0.20297, -0.27546], [0.99256, 0.29531, 1.10379], [0.29800, -0.71635, 1.98763], [-0.76573, -1.44193, 1.20454], [-0.43660, -1.83998, -0.24904], [0.30996, -0.76448, -0.96074], [0.42918, -0.95253, -2.29619], [0.31623, -3.21033, -0.18001], [-1.84535, -2.00744, -0.94765], [2.82292, -1.02968, -0.16052], [2.66516, 1.67015, -0.27620], [1.02330, 1.87148, -0.86381], [2.19366, 1.14361, -1.90533], [1.84003, 0.78338, 1.58513], [0.24426, 1.08503, 1.03682], [-0.26640, -0.28843, 2.81615], [1.12410, -1.32096, 2.36192], [-1.56116, -0.69882, 1.14824], [-1.16199, -2.25786, 1.80897], [-0.43042, -3.97662, 0.02833], [0.70821, -3.36876, -1.18467], [1.11489, -3.16495, 0.56039], [-1.72757, -2.22565, -2.00907], [-2.34268, -2.89622, -0.55926], [-2.46612, -1.11676, -0.85058], [2.84388, -1.66412, 0.72556], [3.67980, -0.38029, 0.01878], [2.99246, -1.58788, -1.08126], [1.00176, -1.72181, -2.34042]],
  "atomic_forces_ev_per_a": [[-0.78, 0.19, 1.68], [2.34, 1.88, 0.49], [-1.85, -1.91, -2.65], [0.72, 0.97, -1.47], [-0.83, -1.66, 1.22], [0.39, -0.17, 0.25], [-0.03, 0.70, 0.23], [0.47, -0.29, -0.09], [-0.30, -0.08, 0.49], [-0.20, -0.60, -1.18], [-0.59, 2.01, 0.71], [-0.55, 0.22, 0.70], [1.23, -0.65, -0.14], [-0.23, 1.01, -0.40], [-1.06, -0.77, 0.30], [-0.48, 1.34, 3.36], [0.65, -0.65, -1.15], [-0.61, 1.29, -0.90], [1.28, -0.40, -0.31], [-0.65, 0.13, 0.23], [0.00, -0.15, -0.04], [-0.19, -0.05, 0.25], [0.32, -0.13, -0.08], [0.13, -0.24, 0.33], [0.06, 0.26, -0.98], [0.63, 0.35, 0.24], [-0.37, -0.71, 0.43], [-0.31, -0.01, -0.16], [0.02, -0.36, -0.41], [0.33, -0.12, 0.15], [0.34, -0.58, 0.03], [-0.08, -0.25, -0.11], [0.13, 0.13, -0.13], [-0.14, 0.21, 0.37], [0.10, 0.00, 0.22], [-0.33, -0.46, -0.27], [-0.10, 0.27, -0.37], [0.17, -0.20, 0.12], [0.36, -0.49, -0.96]],
  "lowdin_charge": [0.932, -0.445, -0.357, -0.302, -0.144, 0.093, 0.090, 0.108, 0.100, -0.067, -0.446, -0.157, -0.186, -0.149, -0.456, -0.148, -0.088, -0.011, -0.018, -0.012, 0.089, 0.021, 0.078, 0.122, 0.110, 0.119, 0.102, 0.114, 0.128, 0.084, 0.071, 0.073, 0.072, 0.080, 0.079, 0.070, 0.081, 0.081, 0.087],
  "s_squared": 0.7585,
  "de_lowest_kcal_mol": 0.00,
  "homo_lumo_gap_ev": [7.5, 5.9],
  "energy_ev": -24580.282,
  "spin_multiplicity": 2,
  "lumo_ha": [-0.0042, -0.0503],
  "fmax_ha_per_bohr": 0.073,
  "homo_energy_ev": [-7.61, -7.29]
}

=====

> Number 1 is which compound?

C27H46F6N6O4S2Si3V